Record 1
Density functional theory data (ωB97M-V with the def2-TZVPD basis set) for a cluster of 3 separate species, C2H7OS2 in total.

Properties
Lowest unoccupied orbital energy (eV): 3.75
E_tot (Ha): -951.9721
Energy relative to the best compared isomer or geometry (same formula, charge and spin) (kcal/mol): 55.7
Highest occupied orbital energy (eV): -2.47

```
! wB97M-V def2-TZVPD RIJCOSX def2/J DEFGRID3
* xyz -1 1
C 1.98749 0.20923 -0.71895
O 2.71273 1.07674 -1.31542
H 1.79024 -0.89294 -1.10308
H 3.42989 -2.93021 0.40904
H 1.27856 0.53548 0.02706
C -1.34120 1.25833 -0.96345
S -1.10097 0.58439 0.80282
S -0.87937 -1.50229 0.76493
H -0.35861 1.69191 -1.10761
H -1.50038 0.34272 -1.63222
H -2.28821 1.77341 -0.91418
H 3.75429 -3.25319 -0.14534
*
```

=====

Record 2
Density functional theory data (ωB97M-V with the def2-TZVPD basis set) for the molecule C7H8.

Properties
Lowest unoccupied orbital energy (eV): 0.83
E_tot (Ha): -271.3589
Energy relative to the best compared isomer or geometry (same formula, charge and spin) (kcal/mol): 108.3
Highest occupied orbital energy (eV): -10.05

```
! wB97M-V def2-TZVPD RIJCOSX def2/J DEFGRID3
* xyz 0 1
C 0.10848 2.44211 -0.67849
C 0.06685 1.26994 -0.40454
C 0.00903 -0.16718 -0.04141
C -1.17269 -0.84921 -0.73867
C 1.35070 -0.84980 -0.32720
C -0.22401 -0.17508 1.39375
C -0.41791 -0.00966 2.57634
H 0.14250 3.48381 -0.91699
H -2.11021 -0.36577 -0.44801
H -1.21227 -1.89750 -0.42770
H -1.05259 -0.78796 -1.82149
H 1.57966 -0.79080 -1.39237
H 2.14691 -0.36466 0.24522
H 1.28947 -1.89724 -0.01697
H -0.50392 0.95900 2.99852
*
```

=====

Record 3
Density functional theory data (ωB97M-V with the def2-TZVPD basis set) for a structure of composition C25H27AsBrFO2PtS.

Properties
Lowest unoccupied orbital energy (alpha / beta) (eV): 3.00 / 3.00
E_tot (Ha): -6546.4738
Energy relative to the best compared isomer or geometry (same formula, charge and spin) (kcal/mol): 70.6
Highest occupied orbital energy (alpha / beta) (eV): -1.00 / -1.00

```
! wB97M-V def2-TZVPD RIJCOSX def2/J DEFGRID3
* xyz -2 1
Pt 0.19186 -0.00585 -1.10319
O 1.48183 2.86259 1.77734
C 1.17892 2.47279 0.64177
O 1.26196 1.26610 0.27566
C 0.70321 3.54257 -0.32710
C 1.28648 4.79574 -0.17966
C 0.88893 5.88438 -0.93014
C -0.13340 5.73051 -1.85571
C -0.72078 4.49790 -2.02440
C -0.32124 3.38161 -1.27481
S -1.25301 1.93672 -1.55729
H 2.06037 4.89476 0.56928
H 1.35896 6.84934 -0.78849
H -0.47682 6.57694 -2.44167
H -1.52615 4.36038 -2.73426
Br 6.45911 -3.79176 -2.88583
C 4.21964 -2.33501 -2.24930
C 3.61879 -1.55261 -3.19970
C 2.41344 -0.91294 -2.89992
C 1.81758 -1.08220 -1.66261
C 2.43517 -1.88767 -0.72060
C 3.65637 -2.50379 -1.01095
H 4.06564 -1.41106 -4.17535
H 1.95631 -0.27872 -3.65338
H 1.98726 -2.03579 0.26077
H 4.14170 -3.09547 -0.24540
C -1.56158 -3.18110 2.74440
C -1.82415 -1.69121 2.87649
As -0.54145 -0.55267 1.79949
C 1.09856 -0.74689 2.90503
C 0.97932 -0.53733 4.40669
C -1.23295 1.14577 2.55039
C -2.49706 1.61883 1.84388
H -2.27431 -3.76762 3.33091
H -0.55744 -3.42836 3.08714
H -1.64063 -3.47883 1.69946
H -1.79833 -1.39147 3.92708
H -2.83075 -1.47392 2.50597
H 1.79450 -0.01828 2.48169
H 1.50798 -1.74541 2.70991
H 0.61812 0.46623 4.62525
H 1.95319 -0.65730 4.88862
H 0.29668 -1.26390 4.85212
H -0.45123 1.89947 2.45519
H -1.43707 1.01159 3.61980
H -2.29621 1.79113 0.78598
H -2.86470 2.55209 2.27854
H -3.28875 0.86855 1.91921
F -3.90409 -3.85572 -3.66430
C -2.95087 -3.00912 -3.14700
C -3.25841 -2.24659 -2.03851
C -2.28511 -1.41242 -1.51649
C -1.00376 -1.30359 -2.07382
C -0.75112 -2.09019 -3.20231
C -1.70636 -2.93976 -3.73758
H -4.24091 -2.30849 -1.59417
H -2.53693 -0.81223 -0.64472
H 0.22091 -2.05316 -3.67588
H -1.48718 -3.54757 -4.60354
*
```

=====

Record 4
Density functional theory data (ωB97M-V with the def2-TZVPD basis set) for a cluster of 7 separate species, C17H48N4O7 in total.

Properties
Lowest unoccupied orbital energy (eV): -0.04
E_tot (Ha): -1422.0492
Energy relative to the best compared isomer or geometry (same formula, charge and spin) (kcal/mol): 133.9
Highest occupied orbital energy (eV): -9.28

```
! wB97M-V def2-TZVPD RIJCOSX def2/J DEFGRID3
* xyz 0 1
N 1.35782 1.97633 -0.35718
C 2.04006 3.08586 -0.52409
N 1.73034 3.81226 -1.60087
O 3.02723 3.52976 0.28186
H 1.47819 1.35246 0.44848
H 0.36124 2.07235 -0.74102
H 2.15001 4.74278 -1.71426
H 1.16431 3.39393 -2.33742
N -1.24338 2.29242 -0.86603
C -1.62068 1.11003 -1.11445
N -1.69064 0.85200 -2.34534
O -2.00614 0.26390 -0.14107
H -1.31628 2.80038 0.06882
H -1.13920 3.01190 -1.60067
H -1.97368 -0.10901 -2.61865
H -1.12083 1.37608 -3.03407
C -3.92147 -0.44715 2.49758
C -2.72675 -1.35975 2.20339
C -2.49793 -2.50186 3.26484
O -2.78292 -1.89001 1.04953
H -4.86311 -0.97413 2.83829
H -4.17049 0.20203 1.69550
H -3.57446 0.22868 3.36312
H -1.82117 -0.77729 2.24422
H -3.31176 -3.19929 3.27384
H -2.54603 -1.96412 4.19341
H -1.47505 -2.98947 3.24579
H -2.70832 -1.12974 0.40546
C 0.38574 2.96019 2.92047
C -0.99807 2.77915 2.32340
C -1.92772 2.49309 3.56287
O -1.41236 3.76804 1.61455
H 0.42704 3.58453 3.71925
H 0.93366 3.31253 2.11635
H 0.74483 1.92253 3.21895
H -0.98751 1.86719 1.62362
H -1.81436 3.10813 4.48667
H -1.84043 1.40661 3.86056
H -2.94860 2.68853 3.34043
H -1.98729 4.35835 2.07270
C 3.37237 -1.28973 -2.54208
C 3.21943 0.20507 -2.46918
C 4.16347 0.83202 -3.43712
O 2.06384 0.54979 -2.74744
H 2.90134 -1.87860 -1.77619
H 4.44011 -1.58965 -2.45195
H 3.13107 -1.72614 -3.57111
H 3.43859 0.58392 -1.52673
H 3.99628 0.34937 -4.45750
H 5.18526 0.71668 -3.14049
H 3.93850 1.88105 -3.39606
H 1.82257 1.10783 -2.01620
C -1.44060 -3.82993 -1.70567
C -1.22281 -2.37865 -2.03710
C 0.12632 -2.27478 -2.73597
O -2.17372 -1.88750 -2.72029
H -1.41088 -4.53689 -2.50717
H -2.30389 -3.98393 -1.15074
H -0.56553 -4.12052 -1.21529
H -1.23118 -1.83581 -1.13416
H 0.30984 -1.21426 -2.92425
H 0.10772 -2.85178 -3.65707
H 0.89348 -2.69636 -2.05041
H -2.96853 -1.99696 -2.20173
C 2.59379 -0.92009 1.16585
C 1.20682 -1.29818 0.75512
C 0.82090 -2.73246 1.24740
O 0.37018 -0.47411 1.14748
H 2.90563 -1.03879 2.16799
H 2.89190 0.12145 1.01535
H 3.24040 -1.55376 0.53369
H 1.22649 -1.30341 -0.34873
H -0.08919 -3.00214 0.82565
H 0.56524 -2.70951 2.29327
H 1.54602 -3.49154 1.02285
H -0.44507 -0.74191 0.80711
*
```